ORCA calculation (wB97M-V/def2-TZVPD) on C22H14Br2F6N4O5PdS3 as an isolated structure.

```
! RIJCOSX wB97M-V def2-TZVPD def2/J DEFGRID3
* xyz -2 1
Pd -0.8395 0.9622 -0.3551
C -1.9080 2.1257 2.7239
C -0.7478 1.2068 2.9581
C -0.2955 0.9336 4.2633
C 0.7327 0.0590 4.4613
C 1.3325 -0.5787 3.3583
C 2.3732 -1.5365 3.4416
Br 3.0794 -2.0528 5.1430
C 2.8788 -2.1215 2.3153
C 2.3858 -1.7827 1.0568
Br 3.1273 -2.6407 -0.4684
C 1.3669 -0.8301 0.8452
O 0.9081 -0.5048 -0.2759
C 0.8367 -0.2332 2.0782
N -0.1750 0.6494 1.9113
H -2.6150 1.6524 2.0412
H -1.5655 3.0415 2.2451
H -2.4120 2.3707 3.6599
H -0.7724 1.4231 5.1031
H 1.0873 -0.1598 5.4602
H 3.6686 -2.8568 2.3928
S -5.8028 0.4828 0.4827
C -4.3400 0.5799 -0.4965
C -3.8547 -0.5610 -1.1910
C -2.6914 -0.4533 -1.8966
N -1.9733 0.7022 -2.0689
C -2.4341 1.8013 -1.3476
C -3.6144 1.7380 -0.5526
C -7.0876 0.7699 -0.6811
C -8.4115 0.6622 -0.2511
C -9.4331 0.8839 -1.1542
N -9.2477 1.1971 -2.4376
C -7.9785 1.2969 -2.8337
C -6.8777 1.0988 -2.0169
H -4.3898 -1.5007 -1.1500
H -2.2838 -1.3177 -2.4104
H -2.0568 2.7688 -1.6667
H -3.9369 2.6256 -0.0218
H -8.6376 0.4088 0.7774
H -10.4657 0.8044 -0.8278
H -7.8262 1.5533 -3.8774
H -5.8737 1.1968 -2.4068
F 2.8526 2.5022 -0.6503
C 2.6605 3.8019 -0.4437
F 3.8628 4.3997 -0.3891
F 2.0006 4.3030 -1.4872
S 1.7336 4.0420 1.1408
O 2.4776 3.2550 2.0793
O 0.3901 3.6569 0.8272
N 1.9536 5.5679 1.4943
S 1.1034 6.7816 0.9812
O 1.8697 7.9869 1.1258
O 0.3665 6.5709 -0.2324
C -0.2013 6.9909 2.2730
F 0.3369 7.1178 3.4930
F -1.0570 5.9703 2.3023
F -0.9053 8.1085 2.0228
*
```

- Orbital gap: 6.04 eV
- E_HOMO: -2.15 eV
- LUMO: 3.89 eV

ORCA calculation (wB97M-V/def2-TZVPD) on C22H14BrF6MoN5O6S2 as an isolated structure in a non-equilibrium geometry.

```
! RIJCOSX wB97M-V def2-TZVPD def2/J DEFGRID3
* xyz 1 4
Mo 2.0946 -0.0382 -0.0878
F 3.3277 3.0570 -4.7757
C 3.0336 3.0557 -3.4996
F 4.1272 3.2886 -2.7726
F 2.1272 3.9909 -3.2382
S 2.3651 1.4215 -2.9165
O 2.3676 1.6508 -1.4498
O 1.0690 1.1774 -3.4492
N 3.5173 0.4709 -3.3575
S 3.9842 -0.7759 -2.5333
O 2.9176 -1.2570 -1.6406
O 4.6743 -1.7358 -3.2961
C 5.2197 -0.0288 -1.3235
F 5.9222 0.9142 -1.9103
F 4.5322 0.5579 -0.2756
F 6.0102 -0.9447 -0.8215
Br -5.7761 1.5894 2.4217
C -5.0896 -0.1565 2.1706
C -5.8009 -1.0747 1.4121
C -5.3068 -2.3568 1.2580
C -4.0797 -2.7119 1.8202
C -3.3725 -1.7691 2.5793
C -3.8809 -0.4987 2.7618
N -3.6581 -4.0413 1.6649
N -2.4755 -4.4055 1.7517
C -1.3325 -3.6652 1.5908
C -0.2158 -4.0118 2.3558
C 0.9747 -3.3027 2.3113
C 1.1036 -2.2289 1.4366
O 2.1751 -1.4939 1.2396
C 0.0076 -1.9024 0.6057
N 0.2716 -0.8634 -0.2516
C -0.6689 -0.5478 -1.1508
C -1.8690 -1.2363 -1.2351
C -2.1470 -2.2740 -0.3641
C -1.2053 -2.6167 0.6162
H -6.7325 -0.7835 0.9476
H -5.8521 -3.0915 0.6798
H -2.4373 -2.0463 3.0472
H -3.3392 0.2270 3.3530
H -0.3286 -4.8415 3.0410
H 1.8096 -3.5749 2.9424
H -0.4349 0.2635 -1.8293
H -2.5797 -0.9557 -1.9991
H -3.0661 -2.8312 -0.4701
O 1.4226 1.2844 1.4324
N 1.0423 2.4253 0.8268
C 1.9204 3.4306 0.6864
C 1.5574 4.5912 0.0411
C 0.2739 4.7213 -0.4651
C -0.6267 3.6810 -0.2786
C -0.2219 2.5463 0.3854
H 2.9021 3.2525 1.0989
H 2.2807 5.3873 -0.0593
H -0.0210 5.6178 -0.9918
H -1.6451 3.7533 -0.6313
H -0.8673 1.7069 0.5958
*
```

- Orbital gap (spin up / spin down): 6.42 / 6.10 eV
- ⟨S²⟩: 3.796
- E_HOMO (spin up / spin down): -10.13 / -10.25 eV
- LUMO (spin up / spin down): -3.71 / -4.15 eV

ORCA calculation (wB97M-V/def2-TZVPD) on C22H14BrN4OTi as an isolated structure.

```
! RIJCOSX wB97M-V def2-TZVPD def2/J DEFGRID3
* xyz 2 2
Ti 0.3116 -0.4813 -1.2119
Br 6.2557 -0.7130 3.0128
C 4.9180 -0.8214 1.7051
C 5.2631 -0.8339 0.3531
C 4.2930 -0.9221 -0.6313
C 2.9571 -0.9824 -0.2693
O 2.0150 -1.1096 -1.2462
C 2.5838 -0.9604 1.0929
C 1.2241 -1.0550 1.5416
N 0.1999 -0.8940 0.7638
C -1.1585 -1.0974 1.1484
C -1.6347 -0.9903 2.4292
C -2.9855 -1.2700 2.7146
C -3.8388 -1.6602 1.7219
C -3.3825 -1.7546 0.3866
C -4.2073 -2.1776 -0.6799
C -3.7017 -2.2650 -1.9504
C -2.3741 -1.8906 -2.1726
N -1.5666 -1.4797 -1.2030
C -2.0425 -1.4374 0.0909
C 3.5928 -0.9028 2.0718
H 6.3065 -0.7913 0.0702
H 4.5671 -0.9687 -1.6760
H 1.0646 -1.2989 2.5902
H -0.9780 -0.6943 3.2369
H -3.3347 -1.1839 3.7338
H -4.8705 -1.9002 1.9430
H -5.2388 -2.4396 -0.4793
H -4.3019 -2.5997 -2.7835
H -1.9552 -1.9193 -3.1720
H 3.3224 -0.9108 3.1199
N -3.3616 4.6991 -1.3906
C -2.3013 4.2608 -1.3896
C -0.9987 3.6621 -1.3740
C 0.1729 4.4153 -1.3531
C 1.3934 3.7572 -1.3300
C 1.4156 2.3779 -1.3265
N 0.2817 1.6486 -1.3467
C -0.9005 2.2791 -1.3756
H 0.1232 5.4961 -1.3533
H 2.3228 4.3079 -1.3147
H 2.3491 1.8286 -1.3054
H -1.8000 1.6724 -1.3919
*
```

- Orbital gap (spin up / spin down): 6.92 / 6.89 eV
- ⟨S²⟩: 0.755
- E_HOMO (spin up / spin down): -14.29 / -14.29 eV
- LUMO (spin up / spin down): -7.38 / -7.40 eV

ORCA calculation (wB97M-V/def2-TZVPD) on C22H14Cl2DyN6O2S2 as an isolated structure in a non-equilibrium geometry.

```
! RIJCOSX wB97M-V def2-TZVPD def2/J DEFGRID3
* xyz -1 6
Dy 0.5694 1.2030 2.4545
S 3.2591 0.5171 2.1171
C 3.7693 1.5378 0.8118
C 5.0087 1.1070 0.2381
N 5.9573 0.7292 -0.2848
C 3.1167 2.6680 0.3479
S 1.5965 3.3061 0.9909
C 3.8412 3.5168 -0.5305
N 4.3821 4.3333 -1.1668
C 2.2951 -1.2967 -2.5085
O 1.2692 -0.7796 -3.4409
C 0.0425 -1.2508 -3.3075
C -0.2241 -2.4528 -2.6634
C -1.5450 -2.8159 -2.4254
C -2.5758 -1.9813 -2.8304
C -2.3080 -0.9227 -3.6860
C -1.0056 -0.5000 -3.8795
N -3.9742 -2.2508 -2.4713
N -4.2226 -2.2634 -1.2157
C -3.1926 -1.8228 -0.3106
C -2.7311 -2.7042 0.5904
C -1.7433 -2.3369 1.4897
C -1.1598 -1.0629 1.5318
O -0.3425 -0.7493 2.5027
C -1.6736 -0.1090 0.5716
N -1.0314 1.1499 0.5991
C -1.4530 2.0442 -0.2734
C -2.5008 1.7665 -1.1402
C -3.1892 0.5912 -1.1226
C -2.6998 -0.4804 -0.3356
H 3.0092 -0.4723 -2.5052
H 2.7935 -2.1944 -2.9013
H 1.8932 -1.4988 -1.5277
H 0.5360 -3.1435 -2.3230
H -1.7382 -3.7542 -1.9184
H -3.1303 -0.3516 -4.1350
H -0.7915 0.3987 -4.5017
H -3.1514 -3.6662 0.6468
H -1.2495 -3.0876 2.0904
H -0.8992 2.9973 -0.3188
H -2.8692 2.5559 -1.7782
H -4.0869 0.4754 -1.7039
Cl 2.3342 0.1384 5.3514
C 2.7407 1.6004 6.3131
Cl 4.1504 1.2507 7.3444
H 1.9109 1.7388 6.9687
H 2.8464 2.4006 5.5988
N -1.2046 3.2837 4.6924
C -0.6288 2.6380 3.9545
*
```

- Orbital gap (spin up / spin down): 6.37 / 6.39 eV
- ⟨S²⟩: 9.333
- E_HOMO (spin up / spin down): -4.99 / -5.00 eV
- LUMO (spin up / spin down): 1.37 / 1.39 eV

ORCA calculation (wB97M-V/def2-TZVPD) on C22H14Cl2DyN6O2S2 as an isolated structure in a non-equilibrium geometry.

```
! RIJCOSX wB97M-V def2-TZVPD def2/J DEFGRID3
* xyz -1 6
Dy -16.3489 -8.9283 11.2348
S -17.7598 -8.4232 13.4513
C -18.6299 -9.8855 13.8254
C -19.2210 -9.9111 15.1418
N -19.6210 -9.9235 16.2435
C -18.7377 -10.9717 13.0590
S -17.9419 -11.0954 11.5214
C -19.4236 -12.1255 13.5574
N -19.9363 -13.0872 13.9310
C -15.2087 -1.2488 5.8479
O -14.6801 -2.4942 6.2927
C -13.9799 -2.5365 7.4765
C -13.8110 -1.4461 8.3486
C -13.0445 -1.6274 9.4871
C -12.6509 -2.8939 9.9319
C -12.8573 -3.9630 9.0459
C -13.4848 -3.7849 7.8388
N -11.8521 -2.8106 11.1288
N -11.7235 -3.7405 11.9491
C -12.3960 -4.9758 11.7585
C -11.6480 -6.1235 11.5700
C -12.2160 -7.3661 11.2843
C -13.5906 -7.5385 11.3164
O -14.1877 -8.7042 11.2176
C -14.3935 -6.3754 11.5392
N -15.7372 -6.5999 11.6597
C -16.5429 -5.5805 11.8400
C -16.0469 -4.3045 12.0858
C -14.6981 -4.0540 12.0357
C -13.8082 -5.0948 11.7645
H -15.8822 -1.4777 5.0274
H -14.4501 -0.5757 5.5008
H -15.7720 -0.7490 6.6680
H -14.1246 -0.4816 8.0949
H -12.8245 -0.7712 10.0523
H -12.4760 -4.9767 9.2163
H -13.5984 -4.6108 7.1730
H -10.5848 -5.9841 11.5906
H -11.5825 -8.2431 11.2007
H -17.6026 -5.7561 11.9949
H -16.7756 -3.5169 12.2192
H -14.3634 -3.0903 12.3409
Cl -15.5287 -11.5829 9.2411
C -15.3787 -13.0558 10.1888
Cl -14.1872 -12.8567 11.5052
H -15.0400 -13.8684 9.5210
H -16.3326 -13.3311 10.5854
N -17.3832 -7.2938 8.2237
C -17.1114 -7.9294 9.1420
*
```

- Orbital gap (spin up / spin down): 6.81 / 6.83 eV
- ⟨S²⟩: 9.334
- E_HOMO (spin up / spin down): -5.17 / -5.18 eV
- LUMO (spin up / spin down): 1.64 / 1.66 eV

ORCA calculation (wB97M-V/def2-TZVPD) on C22H14Cl2IrN4O8 as an isolated structure in a non-equilibrium geometry.

```
! RIJCOSX wB97M-V def2-TZVPD def2/J DEFGRID3
* xyz 0 2
Ir -0.3936 -0.5767 -0.6957
O -0.9066 -2.4283 3.3809
C 0.3366 -2.9285 3.3932
C 0.6290 -3.8494 4.4046
C 1.8741 -4.4293 4.4850
C 2.8719 -4.1138 3.5597
C 2.5977 -3.2034 2.5672
C 1.3407 -2.5895 2.4682
C 1.0961 -1.6453 1.3795
O -0.0732 -1.0847 1.2819
N 2.0850 -1.3379 0.5426
N 1.5622 -0.4982 -0.3693
C 2.1960 0.5362 -0.8226
C 1.3252 1.6130 -1.2707
C 1.7743 2.8039 -1.8320
C 0.8646 3.8061 -2.1044
C -0.4772 3.6109 -1.7954
C -0.8668 2.4122 -1.2337
N 0.0082 1.4337 -0.9816
H -1.0349 -1.9087 2.5656
H -0.1574 -4.0946 5.1054
H 2.0757 -5.1448 5.2723
H 3.8446 -4.5817 3.6206
H 3.3485 -2.9414 1.8349
H 3.2510 0.6730 -0.6219
H 2.8277 2.9246 -2.0439
H 1.1947 4.7348 -2.5498
H -1.2172 4.3754 -1.9818
H -1.8944 2.2053 -0.9620
O -1.0266 1.0887 -7.0897
C -1.4235 -0.1212 -6.8829
O -1.7618 -1.0140 -7.5988
C -1.1376 -0.2456 -5.3682
C 0.1313 -0.6087 -4.9383
C 0.3377 -0.7700 -3.5827
N -0.6455 -0.5410 -2.7074
C -1.8801 -0.2439 -3.1246
C -2.1662 -0.0580 -4.4624
C -2.9273 -0.1394 -2.0256
O -4.0767 0.0860 -2.3372
O -2.4398 -0.3050 -0.8475
H 0.9376 -0.7818 -5.6365
H 1.2862 -1.0855 -3.1706
H -3.1786 0.1893 -4.7516
Cl 0.7331 -5.3415 -0.0823
C -0.8821 -4.8680 -0.6406
Cl -1.0776 -5.1630 -2.3830
C -1.1489 -3.3939 -0.3133
O -2.0473 -3.1103 0.4431
O -0.3233 -2.5899 -0.9119
H -1.6052 -5.4822 -0.1194
*
```

- Orbital gap (spin up / spin down): 6.91 / 4.40 eV
- ⟨S²⟩: 0.758
- E_HOMO (spin up / spin down): -8.40 / -8.40 eV
- LUMO (spin up / spin down): -1.49 / -4.00 eV

Calculated relative energy (zero: lowest compared OMol25 entry of this formula, charge and spin) in order - 0.000, 0.630, 0.000, 0.629, 0.000, 0.000 eV
Calculated molecular weight in order - 890.794, 798.349, 478.152, 691.934, 691.934, 725.497 g mol⁻¹